C2H4NP | the ωB97M-V functional and the def2-TZVPD basis

```
8
Properties=species:S:1:pos:R:3:nbo_charge:R:1
C 0.2847 -0.4909 0.2988 -0.674
C -1.1972 -0.1905 0.1297 0.013
N -1.7501 1.0023 -0.2723 -0.858
P -2.9612 -0.3461 0.1075 0.436
H 0.5933 -0.1452 -0.6734 0.233
H 0.5712 -1.5401 0.5669 0.246
H 0.4587 0.2809 0.9726 0.246
H -1.7488 1.2867 -1.2531 0.358
```

## Properties
**Total charge**: 0
**Orbital gap**: 7.50 eV
**E_tot**: -474.59309 Eh
**2S+1**: 1